No. 1
5
Properties=species:S:1:pos:R:3:forces:R:3:lowdin_charge:R:1 method="wB97M-V/def2-TZVPD" smiles="O=CO" gap_ev=11.87 de_lowest_ev=0.0000
O 0.0207 1.1625 -0.0898 0.52 0.33 -0.30 0.08
C -0.3647 0.0627 0.1480 -1.02 0.01 0.78 -0.42
O 0.2718 -1.0824 -0.0599 0.25 -0.34 0.02 0.09
H -1.3199 -0.1498 0.6433 -0.17 -0.01 -0.16 0.14
H 1.1679 -0.8673 -0.3346 0.41 0.01 -0.33 0.12

No. 2
6
Properties=species:S:1:pos:R:3:forces:R:3:lowdin_charge:R:1 method="wB97M-V/def2-TZVPD" smiles=[O-]P1CO1 gap_ev=7.91 de_lowest_ev=0.7286 total_charge=-1
O 1.0645 0.3188 -1.8866 -0.19 0.00 0.31 -0.63
P 1.0842 0.5116 -0.3843 -0.17 -0.59 0.15 0.53
C -0.5146 0.1013 0.4483 -0.97 -2.41 -2.39 -0.46
O 0.5416 -0.9107 0.4884 0.44 0.76 -0.62 -0.49
H -1.4469 -0.3625 -0.1008 1.63 1.22 0.76 0.07
H -0.7289 0.3415 1.4350 -0.73 1.01 1.79 -0.02

No. 3
6
Properties=species:S:1:pos:R:3:forces:R:3:lowdin_charge:R:1 method="wB97M-V/def2-TZVPD" gap_ev=9.82 de_lowest_ev=2.7455
C 0.0445 -0.8981 -0.1198 0.86 0.41 2.27 -0.35
O 0.0654 -1.9174 0.4904 0.07 1.02 -0.43 0.06
O 0.2561 1.7327 -0.8119 -0.84 0.91 -1.89 -0.59
S 0.4921 0.9598 0.3786 0.88 -2.42 2.81 0.84
H -0.2222 -0.6669 -1.1010 -0.82 -0.38 -2.56 0.05
H -0.6360 0.7899 1.1638 -0.15 0.47 -0.20 -0.02

No. 4
6
Properties=species:S:1:pos:R:3:forces:R:3:lowdin_charge:R:1 method="wB97M-V/def2-TZVPD" smiles=O[C@@H]1OS1 gap_ev=9.20 de_lowest_ev=3.0925
O -0.2242 1.2329 -0.4079 0.89 -1.67 0.95 -0.04
C -0.4804 -0.0911 -0.1448 3.41 0.11 1.92 -0.56
O 0.5752 -0.6188 1.0381 -1.53 0.76 -1.86 -0.50
S 0.7637 -1.2418 -0.5339 -0.08 -0.40 -0.08 0.88
H 0.7587 1.1811 -0.1794 -1.35 0.97 -0.69 0.12
H -1.3931 -0.4623 0.2280 -1.34 0.23 -0.23 0.10

No. 5
6
Properties=species:S:1:pos:R:3:forces:R:3:lowdin_charge:R:1 method="wB97M-V/def2-TZVPD" smiles="O=C(O)S" gap_ev=10.73 de_lowest_ev=0.2645
O -1.4623 -0.6346 0.5714 -0.25 0.39 0.27 0.07
C -0.4632 -0.1252 0.1862 2.11 1.28 0.26 -0.86
O 0.2677 -0.5799 -0.8551 -1.55 -1.16 0.03 0.01
S 0.4235 1.3454 0.9532 -1.64 -0.93 0.19 0.79
H -0.3090 -1.3609 -1.1059 1.12 0.77 -0.22 0.15
H 1.5433 1.3551 0.2502 0.22 -0.35 -0.53 -0.16

No. 6
7
Properties=species:S:1:pos:R:3:forces:R:3:lowdin_charge:R:1 method="wB97M-V/def2-TZVPD" smiles="O=S1#S(=O)C1" gap_ev=8.76 de_lowest_ev=1.6324
O -1.8038 1.0589 -1.0257 1.34 -0.46 -0.27 -0.58
S -0.4961 0.3480 -1.2008 -1.18 0.32 0.42 0.79
S 1.0405 0.7951 0.4034 -0.29 0.24 -0.08 0.79
O 2.3755 0.3006 0.0128 -0.60 -0.16 0.10 -0.57
C -0.2094 -0.5272 0.3322 -0.95 -0.02 1.56 -0.59
H -1.1082 -0.4598 1.0418 1.36 0.45 -1.07 0.10
H 0.2016 -1.5157 0.4363 0.32 -0.37 -0.65 0.05

No. 7
7
Properties=species:S:1:pos:R:3:forces:R:3:lowdin_charge:R:1 method="wB97M-V/def2-TZVPD" smiles="OC=S.O=S" gap_ev="7.31 / 7.30" de_lowest_ev=1.6279
O -0.3314 0.5826 0.4756 0.04 0.88 0.23 -0.05
C -0.5719 -0.4337 -0.3088 -0.28 -0.89 -0.23 -0.83
S -0.6354 -1.9967 0.1144 0.02 0.10 0.00 0.65
H -0.0854 0.2995 1.3738 -0.07 -0.25 -0.21 0.10
H -0.7435 -0.1191 -1.3370 0.00 0.18 0.10 0.07
O 2.1899 -0.3065 1.0506 0.23 0.01 0.12 -0.69
S 2.7547 -0.5314 -0.2962 0.08 -0.03 -0.01 0.75

No. 8
7
Properties=species:S:1:pos:R:3:forces:R:3:lowdin_charge:R:1 method="wB97M-V/def2-TZVPD" gap_ev="7.58 / 7.36" de_lowest_ev=4.3506
C 0.3052 -0.6771 -0.3538 -1.33 -1.39 0.73 -0.47
O 1.1719 1.5967 0.2682 0.37 0.44 -0.28 -0.62
O 0.2739 -1.9900 -0.0944 2.86 2.66 0.70 0.01
S -1.8337 1.2810 -0.0160 0.58 -0.84 -0.09 0.39
S 1.5908 0.2873 -0.2606 0.20 0.19 0.24 0.90
H -0.4693 -2.4419 -0.3757 -2.68 -1.13 -1.30 0.08
H -1.0387 1.9440 0.8323 -0.01 0.06 0.00 -0.28